1.
A cluster of 5 separate species, C31H34FN4O9S in total in a non-equilibrium geometry, computed with the ωB97M-V functional and the def2-TZVPD basis.

Calculated values
**Total charge**: +1
**E_HOMO**: -0.417 Eh

XYZ file:
```
80
Properties=species:S:1:pos:R:3:forces:R:3
C 0.908 3.562 0.366 1.32 -0.16 -0.06
C 1.520 2.451 -0.581 -0.04 1.04 -0.46
C 0.467 1.663 -1.412 0.08 -0.21 0.22
C -0.083 0.375 -0.677 -0.11 0.48 -0.89
C -1.630 0.159 -0.945 1.96 -0.47 -0.20
S -2.738 0.792 0.374 -0.73 -0.24 -0.06
C -3.290 2.518 0.006 1.09 -0.07 -0.26
C -4.301 2.593 -1.152 0.65 -1.56 0.21
O -5.063 3.450 -1.176 -1.80 2.54 0.05
F -4.359 1.658 -2.134 1.18 -0.30 0.92
H 1.450 4.531 0.169 -0.72 -0.88 0.25
H 1.167 3.266 1.406 -0.69 0.44 -0.44
H -0.175 3.745 0.214 0.57 -0.23 0.20
H 2.205 1.798 0.005 -0.65 0.18 -0.46
H 2.186 2.993 -1.293 -0.46 -0.53 0.39
H 0.926 1.360 -2.382 -0.37 0.07 0.71
H -0.388 2.326 -1.701 0.66 -0.27 0.35
H 0.176 0.366 0.406 -0.31 -0.08 -0.73
H 0.427 -0.488 -1.164 -0.42 0.39 0.67
H -1.805 -0.936 -1.050 -0.42 0.82 0.54
H -1.900 0.615 -1.919 -0.25 0.01 0.79
H -2.007 0.943 1.530 0.12 0.13 -0.92
H -3.750 2.936 0.929 0.03 -0.57 -0.69
H -2.426 3.183 -0.219 -0.47 -0.62 -0.03
C -2.106 -6.185 0.130 0.45 -0.24 0.51
C -0.904 -6.447 0.777 -0.13 0.30 -0.03
C -0.160 -5.407 1.314 0.24 -0.17 0.10
C -0.633 -4.108 1.201 -0.26 -0.23 -0.17
C -1.830 -3.835 0.551 -0.13 0.06 -0.10
C -2.566 -4.879 0.015 0.11 0.00 0.06
N 0.140 -3.010 1.790 0.16 -0.10 0.09
O 1.186 -3.281 2.334 -0.22 0.19 -0.11
O -0.316 -1.872 1.703 -0.04 0.02 -0.09
H -2.687 -7.000 -0.283 0.51 0.35 0.41
H -0.547 -7.466 0.864 0.01 0.07 0.01
H 0.775 -5.621 1.816 -0.04 0.19 0.01
H -2.198 -2.821 0.459 0.12 -0.02 0.14
H -3.502 -4.679 -0.492 0.05 -0.02 0.01
C -8.268 -9.273 -1.308 -0.02 -0.01 0.00
C -7.852 -8.017 -0.885 0.04 -0.13 -0.06
C -6.539 -7.618 -1.082 -0.02 0.22 0.09
C -5.655 -8.484 -1.708 -0.45 -0.10 0.11
C -6.058 -9.743 -2.127 0.10 -0.22 -0.13
C -7.372 -10.136 -1.924 -0.04 0.15 0.07
N -4.271 -8.058 -1.941 0.00 -0.02 -0.18
O -3.937 -6.947 -1.542 -0.94 -0.49 -0.94
O -3.530 -8.826 -2.519 -0.07 0.22 0.17
H -9.297 -9.580 -1.157 0.06 0.01 0.00
H -8.554 -7.347 -0.403 0.06 -0.01 -0.02
H -6.223 -6.638 -0.750 0.13 -0.09 -0.09
H -5.366 -10.421 -2.611 0.08 0.16 0.04
H -7.699 -11.115 -2.250 0.06 0.04 0.00
C 1.647 7.018 5.352 -0.01 0.00 0.02
C 0.877 7.365 4.250 0.13 -0.08 0.06
C 1.394 7.228 2.970 -0.22 0.06 -0.13
C 2.682 6.739 2.809 -0.19 0.05 0.46
C 3.462 6.396 3.903 0.23 -0.11 0.06
C 2.939 6.538 5.180 -0.15 0.05 -0.06
N 3.223 6.570 1.457 -0.05 0.10 -0.23
O 2.518 6.897 0.516 0.20 -0.17 0.24
O 4.343 6.106 1.348 -0.22 0.11 0.11
H 1.239 7.121 6.351 0.03 0.01 -0.05
H -0.129 7.741 4.388 0.06 0.01 -0.04
H 0.788 7.502 2.117 0.18 -0.05 -0.06
H 4.468 6.018 3.777 -0.08 0.04 -0.17
H 3.538 6.271 6.041 0.00 0.01 -0.07
C 5.706 4.650 -1.123 -0.09 0.04 -0.07
C 5.333 4.140 -2.361 0.17 -0.07 0.15
C 6.147 3.222 -3.009 -0.19 -0.04 -0.20
C 7.328 2.820 -2.405 -0.28 0.32 0.24
C 7.714 3.328 -1.173 0.16 0.00 0.19
C 6.896 4.248 -0.532 -0.10 -0.06 -0.16
N 8.180 1.829 -3.076 0.23 -0.23 -0.18
O 7.819 1.418 -4.164 0.03 0.11 0.24
O 9.193 1.473 -2.503 -0.23 0.11 -0.09
H 5.067 5.362 -0.618 0.07 -0.02 -0.04
H 4.405 4.458 -2.821 0.07 0.00 -0.03
H 5.850 2.830 -3.972 0.19 -0.09 0.05
H 8.638 3.017 -0.705 -0.02 -0.10 -0.18
H 7.185 4.649 0.431 0.01 -0.02 -0.05
```
Forces are in eV/Å.


2.
A structure of composition C31H35AsFeN3O2 in a non-equilibrium geometry, computed with the ωB97M-V functional and the def2-TZVPD basis.

Calculated values
**Total charge**: 0
**Multiplicity**: 6
**E_HOMO (alpha / beta)**: -0.255 / -0.254 Eh

XYZ file:
```
73
Properties=species:S:1:pos:R:3:forces:R:3
Fe -0.041 0.208 1.409 -0.71 1.11 0.46
O 1.653 -0.795 1.436 -0.80 0.60 -0.15
C 2.586 -1.018 2.327 0.19 0.08 0.04
C 3.935 -1.052 1.918 -0.08 0.01 -0.23
C 4.957 -1.217 2.822 -0.07 -0.04 0.10
C 4.686 -1.389 4.186 0.06 -0.04 -0.05
C 3.378 -1.394 4.598 -0.10 0.04 0.07
C 2.319 -1.204 3.695 0.20 0.14 -0.07
C 0.990 -1.099 4.217 -0.09 -0.12 0.15
N -0.083 -0.899 3.553 0.06 0.24 -0.49
C -1.298 -0.786 4.350 -0.04 -0.04 0.30
C -2.415 -0.281 3.471 -0.12 -0.03 0.10
N -1.863 0.779 2.663 0.32 -0.39 -0.48
C -2.485 1.879 2.510 -0.15 -0.08 0.12
C -1.922 3.044 1.895 0.08 0.07 -0.19
C -2.747 4.155 1.673 -0.04 -0.05 0.11
C -2.246 5.328 1.169 0.03 0.09 -0.05
C -0.874 5.419 0.911 -0.07 -0.03 0.10
C -0.045 4.345 1.136 0.23 -0.10 0.14
C -0.547 3.113 1.595 -0.09 0.18 -0.16
O 0.279 2.095 1.723 0.41 -0.95 -0.03
H 4.131 -0.915 0.862 0.05 0.03 0.02
H 5.984 -1.206 2.477 -0.01 -0.01 -0.02
H 5.491 -1.505 4.898 0.00 -0.04 -0.01
H 3.138 -1.529 5.648 0.01 0.03 0.00
H 0.925 -1.174 5.309 -0.06 -0.08 0.00
H -1.131 -0.092 5.180 -0.01 0.02 -0.01
H -1.579 -1.754 4.773 0.08 -0.03 0.00
H -3.257 0.048 4.087 -0.06 0.06 -0.09
H -2.750 -1.089 2.827 -0.03 -0.03 0.05
H -3.497 1.988 2.912 0.03 -0.01 0.10
H -3.802 4.069 1.911 0.00 -0.02 -0.02
H -2.898 6.172 0.989 0.01 0.00 -0.01
H -0.458 6.346 0.536 0.01 -0.01 -0.01
H 1.018 4.397 0.939 -0.02 0.05 -0.03
C -3.154 -1.108 0.405 0.00 0.26 -0.16
C -2.683 0.152 -0.256 -0.13 -0.05 -0.03
C -3.431 1.048 -0.978 -0.06 -0.01 0.01
C -2.532 2.033 -1.463 0.00 -0.04 -0.03
C -1.281 1.694 -1.011 0.09 0.20 -0.13
C 0.007 2.392 -1.345 -0.17 -0.29 -0.09
N -1.365 0.539 -0.255 0.73 -0.40 1.06
H -3.616 -1.782 -0.320 0.12 -0.08 -0.01
H -3.914 -0.892 1.159 0.02 -0.11 0.05
H -2.314 -1.627 0.875 -0.07 -0.13 -0.02
H -4.497 0.988 -1.143 0.02 -0.01 -0.07
H -2.763 2.889 -2.079 -0.01 -0.02 -0.01
H -0.098 3.467 -1.215 0.04 0.00 -0.05
H 0.276 2.210 -2.389 0.07 -0.02 0.03
H 0.823 2.036 -0.719 0.07 0.13 -0.03
C 2.266 -0.141 -3.106 -0.01 0.06 -0.01
As 1.249 -0.823 -1.566 0.12 -0.16 -0.42
C 2.308 -2.464 -1.399 -0.03 -0.11 0.09
C -0.340 -1.591 -2.500 0.09 0.10 -0.05
C -0.089 -2.167 -3.854 0.01 -0.03 0.05
C -0.088 -1.345 -4.981 -0.07 -0.06 -0.01
C 0.182 -1.859 -6.240 0.03 0.00 0.03
C 0.443 -3.214 -6.400 -0.01 0.03 0.01
C 0.428 -4.046 -5.290 0.05 -0.01 -0.01
C 0.174 -3.525 -4.029 -0.04 0.03 -0.03
H 2.331 -0.884 -3.899 0.00 -0.01 0.00
H 3.272 0.102 -2.764 -0.02 0.01 0.05
H 1.813 0.767 -3.502 -0.02 -0.01 0.00
H 2.326 -3.031 -2.330 -0.01 0.04 -0.03
H 1.907 -3.088 -0.600 -0.02 0.01 0.01
H 3.329 -2.195 -1.130 0.00 0.02 -0.01
H -1.069 -0.781 -2.548 -0.02 0.00 0.07
H -0.720 -2.347 -1.809 -0.07 0.02 0.00
H -0.324 -0.293 -4.864 0.06 0.01 0.00
H 0.198 -1.199 -7.098 -0.06 -0.01 0.00
H 0.642 -3.618 -7.384 0.02 -0.01 0.01
H 0.620 -5.105 -5.408 -0.01 0.00 0.02
H 0.151 -4.183 -3.167 0.03 -0.01 0.00
```
Forces are in eV/Å.


3.
A structure of composition C31H35BClF4INO3S5SbV, computed with the ωB97M-V functional and the def2-TZVPD basis.

Calculated values
**Total charge**: -2
**Multiplicity**: 4
**E_HOMO (alpha / beta)**: -0.084 / -0.098 Eh

XYZ file:
```
84
Properties=species:S:1:pos:R:3:forces:R:3
V 0.112 -0.004 0.343 -0.54 -0.16 -0.38
I 0.603 2.808 0.185 0.05 0.05 0.08
C 2.206 2.479 -1.130 0.01 -0.03 -0.02
C 2.891 3.572 -1.579 -0.01 0.00 -0.01
C 3.991 3.393 -2.446 0.00 0.00 0.00
C 4.361 2.134 -2.819 -0.01 0.00 -0.01
C 3.654 0.994 -2.358 -0.02 0.01 -0.02
C 4.034 -0.302 -2.773 -0.03 0.02 -0.06
C 3.301 -1.381 -2.370 -0.03 -0.01 0.01
C 2.187 -1.214 -1.522 0.02 -0.01 0.02
C 1.769 0.011 -1.038 0.02 0.02 0.08
C 2.530 1.140 -1.490 -0.06 0.00 -0.03
H 2.600 4.568 -1.270 -0.01 0.01 0.00
H 4.534 4.259 -2.806 0.00 0.00 -0.01
H 5.198 1.981 -3.491 0.01 0.00 0.00
H 4.884 -0.411 -3.437 0.02 0.00 -0.02
H 3.570 -2.377 -2.708 0.01 0.00 0.00
H 1.636 -2.105 -1.239 0.02 0.01 0.00
C -3.231 -3.918 2.671 0.01 0.01 -0.01
S -1.849 -5.086 2.647 0.00 -0.01 0.01
C -1.354 -4.969 0.972 -0.02 0.02 0.00
C -0.794 -3.879 0.375 -0.07 0.02 0.01
S -0.420 -2.410 1.193 0.15 0.00 0.02
S -0.444 -4.116 -1.331 0.01 0.07 0.03
C -0.915 -5.765 -1.468 0.01 -0.03 -0.04
S -0.761 -6.660 -2.862 -0.01 0.01 0.01
S -1.590 -6.383 -0.022 0.00 0.00 -0.01
H -3.623 -3.909 3.688 0.00 0.00 0.01
H -4.011 -4.233 1.979 0.00 0.00 0.00
H -2.867 -2.925 2.407 0.00 -0.02 0.01
C 3.128 -1.359 4.646 -0.01 0.00 0.00
C 2.024 -0.299 4.552 -0.03 -0.03 0.02
C 2.497 1.040 5.125 0.03 0.06 -0.02
C 0.750 -0.768 5.269 -0.09 0.07 -0.01
C 1.665 -0.131 3.138 -0.05 0.09 0.03
N 1.301 -0.042 2.057 0.12 -0.04 0.23
H 3.391 -1.504 5.696 -0.01 0.00 0.00
H 4.020 -1.042 4.105 0.02 0.00 0.00
H 2.793 -2.311 4.233 -0.01 0.00 -0.01
H 2.728 0.898 6.183 0.00 0.02 0.00
H 1.727 1.803 5.025 -0.02 -0.06 0.01
H 3.397 1.386 4.614 0.03 -0.01 0.00
H 0.980 -0.937 6.323 0.00 -0.01 0.00
H 0.368 -1.690 4.830 0.05 -0.03 0.00
H -0.022 -0.002 5.196 0.01 0.03 0.03
C -4.162 0.513 3.330 0.06 -0.05 0.02
Sb -2.764 0.468 1.697 0.21 0.10 -0.21
C -3.932 -0.869 0.473 -0.03 -0.02 0.08
C -3.469 2.283 0.799 -0.01 -0.01 0.02
H -5.161 0.713 2.939 -0.01 0.00 0.00
H -3.863 1.301 4.018 0.00 0.02 0.01
H -4.164 -0.445 3.850 0.00 -0.01 0.00
H -4.623 -0.295 -0.145 0.00 0.01 -0.01
H -4.504 -1.551 1.105 0.00 0.01 -0.01
H -3.262 -1.446 -0.162 0.01 -0.01 -0.01
H -4.559 2.277 0.744 0.00 0.00 0.00
H -3.046 2.346 -0.202 0.01 0.01 0.00
H -3.136 3.124 1.405 0.00 0.01 0.01
F -0.116 2.216 3.685 0.05 -0.08 -0.09
B -0.914 3.081 4.462 -0.09 0.06 0.10
F -0.326 4.353 4.506 0.02 0.04 0.01
F -2.200 3.164 3.886 0.01 -0.04 -0.01
F -1.009 2.555 5.770 -0.01 -0.03 -0.02
C -0.467 2.790 -3.910 0.01 0.00 0.00
C 0.037 1.558 -4.608 -0.02 -0.02 0.00
C 1.354 1.522 -5.065 0.01 0.01 -0.03
C 1.828 0.424 -5.753 0.00 -0.01 0.00
Cl 3.453 0.454 -6.403 0.03 -0.01 0.07
C 1.032 -0.688 -5.966 0.03 -0.01 -0.01
C -0.267 -0.670 -5.495 -0.01 -0.01 0.00
C -0.773 0.445 -4.841 -0.05 0.01 0.07
O -2.109 0.410 -4.514 0.02 0.01 0.07
C -2.473 0.538 -3.135 0.12 0.02 -0.06
C -1.564 -0.236 -2.168 -0.21 -0.13 0.07
O -1.126 -1.327 -2.506 0.11 0.00 -0.04
O -1.412 0.357 -1.043 0.19 0.02 -0.03
H 0.161 3.647 -4.156 0.01 -0.02 0.03
H -0.451 2.664 -2.826 -0.02 -0.01 0.05
H -1.492 3.013 -4.208 -0.03 0.01 -0.01
H 2.005 2.370 -4.890 -0.01 -0.01 0.00
H 1.430 -1.556 -6.474 0.00 0.00 0.00
H -0.912 -1.531 -5.602 0.00 0.00 0.00
H -3.477 0.114 -3.065 0.02 0.00 0.02
H -2.518 1.581 -2.829 0.02 0.06 -0.03
```
Forces are in eV/Å.